1.
# C34H46BCaN8O4S

A structure of composition C34H46BCaN8O4S in a non-equilibrium geometry (ωB97M-V/def2-TZVPD, the Open Molecules 2025 dataset).

The geometry in XYZ format:
```
95
Properties=species:S:1:pos:R:3:lowdin_charge:R:1
Ca -0.66 -1.04 -0.38 1.359
C 2.60 -3.56 -0.91 -0.031
C 1.69 -3.73 0.27 -0.374
C 1.94 -4.64 1.32 -0.002
C 0.75 -4.62 2.09 -0.305
C 0.51 -5.46 3.32 -0.040
N -0.03 -3.65 1.61 0.027
N 0.49 -3.18 0.38 0.032
B -1.12 -2.67 2.27 -0.576
N -2.34 -2.63 1.40 0.021
N -2.74 -1.45 0.79 -0.007
C -4.03 -1.51 0.43 -0.337
C -4.80 -0.32 -0.09 -0.035
C -4.52 -2.76 0.83 -0.012
C -3.43 -3.49 1.41 -0.254
C -3.42 -4.97 1.73 -0.030
N -0.72 -1.23 2.59 0.014
N 0.38 -0.62 1.93 0.055
C 0.59 0.51 2.59 -0.367
C 1.83 1.23 2.25 -0.051
C -0.35 0.72 3.65 0.021
C -1.12 -0.45 3.62 -0.300
C -2.31 -0.70 4.47 -0.023
H 1.97 -3.80 -1.76 0.056
H 2.84 -2.47 -0.96 0.083
H 3.50 -4.17 -0.89 0.073
H 2.76 -5.35 1.56 0.104
H -0.46 -5.95 3.38 0.068
H 1.29 -6.23 3.31 0.066
H 0.71 -4.86 4.22 0.080
H -1.23 -3.32 3.27 0.118
H -4.16 0.54 0.14 0.061
H -4.94 -0.39 -1.18 0.077
H -5.82 -0.23 0.44 0.096
H -5.49 -3.26 0.58 0.113
H -2.43 -5.49 1.63 0.087
H -3.76 -5.06 2.79 0.084
H -4.18 -5.41 1.11 0.061
H 2.73 0.73 2.56 0.062
H 1.92 1.37 1.15 0.055
H 1.79 2.26 2.74 0.095
H -0.39 1.61 4.31 0.111
H -2.48 0.20 5.07 0.080
H -3.18 -0.93 3.87 0.076
H -2.14 -1.53 5.14 0.075
C -0.72 -0.23 -4.17 -0.106
N 0.27 -0.93 -3.35 -0.269
C 1.63 -0.38 -3.46 -0.112
C 0.28 -2.37 -3.79 -0.203
C -1.02 -3.01 -3.51 -0.320
C -1.80 -3.56 -4.58 -0.079
C -2.85 -4.40 -4.24 -0.122
C -3.12 -4.70 -2.86 -0.128
C -2.41 -4.08 -1.89 -0.190
C -1.41 -3.17 -2.16 -0.110
H -0.50 -0.37 -5.24 0.079
H -0.82 0.87 -3.92 0.089
H -1.73 -0.63 -4.03 0.076
H 2.20 -0.61 -4.37 0.075
H 2.10 -0.79 -2.60 0.047
H 1.50 0.75 -3.34 0.098
H 1.14 -2.83 -3.27 0.096
H 0.36 -2.40 -4.94 0.120
H -1.50 -3.46 -5.61 0.076
H -3.49 -4.83 -5.00 0.067
H -4.03 -5.23 -2.61 0.078
H -2.66 -4.29 -0.88 0.045
C 6.36 6.93 -0.26 -0.052
C 4.87 6.96 0.04 -0.288
C 4.49 7.19 1.33 -0.042
C 3.14 7.12 1.65 -0.057
C 2.22 6.87 0.67 -0.254
C 2.64 6.83 -0.68 -0.065
C 3.95 6.86 -0.98 -0.055
S 0.49 6.46 1.02 0.674
O -0.33 7.64 0.71 -0.320
O 0.51 5.72 2.27 -0.305
N 0.06 5.34 -0.09 -0.174
C 0.14 3.92 0.09 -0.203
C -0.31 3.05 -1.16 -0.095
C -0.47 1.62 -0.84 -0.601
O 0.61 0.86 -0.64 -0.227
O -1.68 1.12 -0.80 -0.149
H 6.83 6.44 0.62 0.080
H 6.87 7.90 -0.32 0.082
H 6.63 6.36 -1.14 0.068
H 5.23 7.34 2.15 0.131
H 2.86 7.11 2.70 0.115
H 1.87 6.70 -1.42 0.108
H 4.26 6.69 -2.03 0.133
H -0.47 5.80 -0.88 0.149
H -0.50 3.64 0.93 0.125
H 1.14 3.56 0.30 0.110
H 0.42 3.24 -1.96 0.120
H -1.29 3.36 -1.55 0.117
```

Summary:
HOMO level ... -3.360 eV
Net charge ... -1
HOMO-LUMO gap ... 0.2001 hartree
LUMO ... 2.08 eV


2.
# C5H9F

A structure of composition C5H9F in a non-equilibrium geometry (ωB97M-V/def2-TZVPD, the Open Molecules 2025 dataset).

The geometry in XYZ format:
```
15
Properties=species:S:1:pos:R:3:lowdin_charge:R:1
C 1.86 0.40 -1.32 -0.158
C 1.18 -0.74 -0.48 -0.275
C 0.27 0.00 0.50 -0.103
C -1.01 -0.20 0.46 -0.357
C -2.19 0.18 1.52 -0.025
H 1.10 0.58 -2.40 0.131
H 1.84 1.49 -0.53 0.142
H 2.93 0.00 -1.85 0.101
H 1.91 -1.38 -0.15 0.068
H 0.65 -1.26 -1.24 0.078
H 0.61 0.70 1.18 0.085
H -2.51 -0.69 2.07 0.038
H -1.82 1.21 1.97 0.104
H -3.28 0.42 0.92 0.125
F -1.53 -0.72 -0.63 0.046
```

Summary:
HOMO level ... -9.155 eV
HOMO-LUMO gap ... 0.3724 hartree
LUMO ... 0.98 eV
Energy relative to the best compared isomer or geometry (same formula, charge and spin) ... 3.618 eV


3.
# C38H36F5NO9SSi

A cluster of 4 separate species, C38H36F5NO9SSi in total (ωB97M-V/def2-TZVPD, the Open Molecules 2025 dataset).

The geometry in XYZ format:
```
91
Properties=species:S:1:pos:R:3:lowdin_charge:R:1
C 2.61 -1.79 2.59 -0.147
Si 1.01 -1.36 1.72 0.585
C -0.47 -2.18 2.51 -0.170
C 1.04 -1.92 -0.08 -0.217
C 2.42 -1.87 -0.73 -0.140
C 2.48 -2.06 -2.25 -0.435
F 3.14 -3.25 -2.53 0.058
F 3.31 -1.06 -2.77 0.036
C 1.18 -2.02 -3.00 -0.148
C 0.53 -3.20 -3.37 -0.010
C -0.72 -3.14 -3.96 -0.073
C -1.33 -1.91 -4.19 -0.453
C -0.67 -0.73 -3.84 -0.252
C 0.57 -0.79 -3.23 0.046
N -1.29 0.54 -4.08 0.056
C -2.64 0.57 -3.59 -0.270
C -3.08 1.61 -2.79 -0.001
C -4.39 1.64 -2.34 -0.018
C -5.29 0.62 -2.68 -0.189
C -6.68 0.64 -2.18 -0.196
C -7.53 1.71 -2.48 -0.032
C -8.84 1.73 -2.01 -0.084
C -9.31 0.68 -1.24 -0.094
C -8.48 -0.39 -0.94 -0.081
C -7.17 -0.41 -1.41 -0.035
C -4.84 -0.44 -3.46 -0.039
C -3.52 -0.46 -3.92 -0.448
S -2.94 -1.80 -4.91 1.044
C 0.74 0.50 1.76 -0.247
C 1.78 1.38 1.46 -0.099
C 1.60 2.75 1.45 -0.086
C 0.35 3.28 1.74 -0.081
C -0.71 2.43 2.04 -0.076
C -0.51 1.05 2.05 -0.093
H 3.45 -1.70 1.89 0.017
H 2.60 -2.82 2.96 0.021
H 2.81 -1.12 3.42 0.039
H -1.33 -2.07 1.84 0.037
H -0.74 -1.72 3.46 0.036
H -0.31 -3.25 2.66 0.023
H 0.34 -1.27 -0.61 0.080
H 0.64 -2.94 -0.12 0.092
H 2.92 -0.93 -0.51 0.097
H 3.04 -2.66 -0.31 0.120
H 1.00 -4.15 -3.19 0.120
H -1.24 -4.05 -4.23 0.107
H 1.05 0.13 -2.94 0.135
H -1.31 0.70 -5.08 0.134
H -2.39 2.39 -2.52 0.117
H -4.73 2.45 -1.71 0.119
H -7.16 2.53 -3.09 0.115
H -9.49 2.56 -2.25 0.102
H -10.33 0.69 -0.87 0.100
H -8.84 -1.21 -0.33 0.102
H -6.52 -1.24 -1.16 0.117
H -5.51 -1.25 -3.71 0.117
H 2.78 0.99 1.24 0.085
H 2.42 3.41 1.22 0.098
H 0.17 4.35 1.74 0.080
H -1.69 2.83 2.27 0.103
H -1.35 0.41 2.29 0.092
O -1.71 6.12 2.15 0.183
C -1.08 6.86 2.83 -0.550
O 0.13 6.58 3.37 0.061
C 0.65 7.76 3.98 -0.045
C -0.60 8.58 4.21 -0.314
F -0.40 9.91 4.04 0.077
O -1.47 8.11 3.20 0.136
H 1.31 8.28 3.27 0.145
H 1.20 7.51 4.88 0.140
H -1.07 8.43 5.18 0.172
O 0.84 -5.76 3.65 0.183
C 1.99 -6.02 3.53 -0.559
O 2.61 -6.31 2.36 0.066
C 4.01 -6.40 2.59 -0.048
C 4.07 -6.68 4.08 -0.316
F 5.14 -6.10 4.68 0.078
O 2.88 -6.09 4.55 0.132
H 4.48 -5.44 2.37 0.142
H 4.44 -7.18 1.97 0.139
H 4.07 -7.74 4.34 0.172
O 9.28 0.25 -1.38 0.188
C 8.10 0.32 -1.36 -0.551
O 7.29 0.37 -2.45 0.076
C 5.93 0.25 -2.02 -0.053
C 6.02 0.70 -0.58 -0.307
F 5.16 0.04 0.23 0.058
O 7.34 0.37 -0.23 0.132
H 5.62 -0.79 -2.08 0.133
H 5.29 0.86 -2.65 0.139
H 5.87 1.77 -0.43 0.172
```

Summary:
HOMO level ... -8.408 eV
SMILES string ... C[Si](C)(CCC(F)(F)c1ccc2c(c1)Nc1ccc(-c3ccccc3)cc1S2)c1ccccc1.O=C1OC[C@@H](F)O1.O=C1OC[C@@H](F)O1.O=C1OC[C@@H](F)O1
HOMO-LUMO gap ... 0.3256 hartree
LUMO ... 0.45 eV


4.
# C5H13N2O

The ion C5H13N2O with charge -1 in a non-equilibrium geometry (ωB97M-V/def2-TZVPD, the Open Molecules 2025 dataset).

The geometry in XYZ format:
```
21
Properties=species:S:1:pos:R:3:lowdin_charge:R:1
C 1.09 -0.51 0.76 -0.124
C -0.18 0.17 0.43 -0.489
C -0.01 1.65 0.10 -0.178
C 0.68 2.46 1.38 -0.561
O 1.94 2.21 1.40 -0.322
N -0.84 -0.38 -0.72 -0.075
C -0.77 -1.85 -0.68 -0.309
N -1.25 -2.38 -2.00 -0.016
H 1.74 -0.73 -0.19 0.114
H 1.75 0.14 1.42 0.083
H 1.04 -1.44 1.26 0.040
H -0.90 0.07 1.43 0.177
H 0.56 1.90 -0.75 0.074
H -0.98 2.10 -0.21 0.086
H -0.06 2.12 2.20 0.076
H 0.51 3.51 1.27 0.045
H -0.42 -0.09 -1.61 0.111
H 0.23 -2.20 -0.54 0.068
H -1.47 -2.25 0.14 0.131
H -2.08 -1.98 -2.29 0.000
H -0.58 -2.52 -2.79 0.070
```

Summary:
HOMO level ... -2.280 eV
SMILES string ... C[C@@H](CC[O-])NCN
Net charge ... -1
HOMO-LUMO gap ... 0.2222 hartree
LUMO ... 3.77 eV
Energy relative to the best compared isomer or geometry (same formula, charge and spin) ... 2.044 eV